Here is a cluster of 13 separate species, C42H99N13O12 in total from the Open Molecules 2025 dataset. Energies are from wB97M-V/def2-TZVPD.

Summary:
HOMO (eV): -8.67
Strongest force on any atom (eV Å⁻¹): 3.982
Net charge: 0
Frontier orbital gap (eV): 8.942

Structure (XYZ):
```
166
Properties=species:S:1:pos:R:3:forces:R:3
C 7.425 -3.227 2.063 -0.8 0.2 0.5
C 7.863 -1.808 2.387 0.1 0.1 -0.5
N 6.834 -0.812 2.013 0.8 0.1 0.7
C 7.044 0.495 2.652 -1.1 -0.4 1.5
C 6.707 0.483 4.174 0.0 -0.8 0.0
C 6.824 -0.592 0.577 -0.5 -1.3 -0.1
C 5.440 -0.217 0.085 0.7 1.3 0.1
H 8.227 -3.937 2.266 -0.1 0.0 -0.3
H 7.017 -3.303 1.055 0.5 -0.2 -0.1
H 6.569 -3.471 2.693 0.1 -0.2 0.2
H 8.165 -1.756 3.433 -0.4 0.2 0.1
H 8.787 -1.620 1.841 0.4 0.3 -0.3
H 8.076 0.835 2.559 0.2 0.2 -0.3
H 6.373 1.207 2.172 0.2 0.1 -0.2
H 5.839 -0.099 4.483 -0.5 -0.1 -0.8
H 7.477 -0.067 4.716 0.4 0.5 0.2
H 6.504 1.458 4.615 0.6 0.2 -0.2
H 7.081 -1.519 0.064 0.1 -0.3 0.2
H 7.607 0.087 0.239 0.0 0.6 0.1
H 4.639 -0.756 0.592 0.2 -0.6 -0.5
H 5.539 -0.293 -0.998 -0.9 -0.2 -0.1
H 5.237 0.827 0.324 0.0 0.2 -0.2
C -4.466 -1.358 3.769 0.3 0.4 -1.1
C -5.002 -0.336 2.727 -0.5 1.0 1.2
O -5.376 0.767 3.105 0.0 0.7 0.9
N -5.159 -0.578 1.424 1.6 -3.4 -1.3
C -4.651 -1.831 0.720 -1.2 1.1 0.6
H -5.107 -2.240 3.743 0.4 -0.2 0.1
H -4.364 -0.967 4.781 -0.8 0.4 -0.2
H -3.420 -1.576 3.553 0.0 -0.6 -0.5
H -5.603 0.134 0.863 0.0 0.1 0.1
H -5.464 -2.543 0.583 -0.1 -0.1 0.2
H -3.872 -2.318 1.307 0.0 0.2 -0.2
H -4.338 -1.590 -0.296 0.4 0.2 0.2
C -4.634 2.996 0.212 0.0 1.4 0.1
C -6.029 2.467 0.011 1.1 1.3 0.9
O -6.181 1.357 -0.434 -1.3 -1.8 -0.7
N -7.047 3.256 0.370 -0.1 1.2 0.0
C -8.445 3.007 0.116 -0.1 -0.9 0.2
H -4.713 4.025 0.563 0.3 0.0 0.3
H -4.083 3.089 -0.723 -0.2 -0.3 -0.2
H -4.025 2.419 0.908 -0.4 -0.2 0.1
H -6.883 4.164 0.781 0.5 -0.3 -0.1
H -8.589 2.586 -0.879 0.0 0.3 -0.1
H -8.985 3.941 0.265 -0.1 -0.2 -0.2
H -8.808 2.250 0.811 -0.2 0.1 0.1
C -0.685 -0.312 -4.925 -0.1 0.6 0.3
C 0.240 -1.493 -4.690 0.2 0.6 -0.5
O 0.452 -2.264 -5.591 0.2 -1.3 -1.0
N 0.877 -1.566 -3.505 -0.6 0.7 0.9
C 2.003 -2.379 -3.141 1.2 -0.4 -0.3
H -0.744 -0.071 -5.986 0.1 -0.5 0.0
H -0.313 0.603 -4.464 0.1 0.0 0.3
H -1.701 -0.473 -4.564 0.0 -0.2 0.1
H 0.693 -0.772 -2.910 -0.1 -0.1 0.4
H 2.197 -3.258 -3.754 -0.8 0.1 -0.3
H 2.034 -2.743 -2.114 -0.6 0.2 0.1
H 2.923 -1.810 -3.277 0.2 0.2 0.1
C 1.887 -0.060 -0.141 0.4 0.5 -1.1
C 0.402 0.013 -0.205 0.2 0.4 1.9
O -0.230 0.075 -1.231 -0.7 -0.1 -1.6
N -0.187 0.075 0.998 -1.9 0.1 0.8
C -1.655 0.181 1.182 0.1 -0.2 0.0
H 2.208 0.650 -0.904 0.2 0.1 -0.1
H 2.175 -1.032 -0.540 0.4 -0.2 0.5
H 2.341 0.277 0.791 -0.1 -0.7 0.1
H 0.363 -0.044 1.837 0.2 -0.2 0.0
H -2.283 -0.590 0.735 0.6 -0.4 -0.5
H -2.090 1.102 0.795 0.4 0.3 0.1
H -1.919 0.080 2.234 0.4 0.3 0.2
C 0.971 -1.146 5.335 -1.1 -0.4 2.0
C 1.805 -1.525 4.197 0.4 0.4 0.8
O 1.586 -1.029 3.130 -0.6 1.3 -2.9
N 2.798 -2.363 4.387 1.6 -1.2 0.5
C 3.761 -2.758 3.342 -0.9 -0.7 0.6
H 1.132 -1.745 6.232 0.0 -0.4 -0.1
H -0.063 -1.287 5.023 -0.1 0.2 0.2
H 1.110 -0.136 5.721 0.2 0.2 -0.7
H 2.906 -2.782 5.300 0.0 0.2 -0.2
H 4.078 -3.757 3.640 0.4 0.1 -0.1
H 4.615 -2.085 3.261 -0.2 0.1 -0.1
H 3.223 -2.901 2.405 0.2 0.4 -0.1
C 0.697 -5.834 -1.630 0.0 -1.3 0.2
C 0.892 -4.877 -0.506 0.5 1.3 -0.2
O 2.028 -4.477 -0.268 0.3 0.2 0.2
N -0.179 -4.444 0.177 -0.5 0.5 0.1
C -0.105 -3.361 1.168 0.5 -0.9 0.2
H 1.201 -5.598 -2.567 -0.2 0.7 0.2
H -0.334 -6.141 -1.806 0.0 0.0 0.0
H 1.276 -6.686 -1.273 -0.2 -0.5 -0.1
H -1.093 -4.825 -0.025 -0.2 0.2 -0.1
H -1.026 -2.796 1.309 -0.2 -0.3 -0.5
H 0.694 -2.654 0.943 0.0 -0.2 -0.1
H 0.122 -3.837 2.122 0.2 0.3 0.3
C 2.318 3.837 -0.383 -0.9 -0.2 -0.3
C 3.171 3.350 0.749 2.1 0.7 -2.8
O 4.388 3.248 0.632 0.2 0.1 0.0
N 2.539 2.938 1.798 -1.0 -1.0 3.3
C 3.227 2.358 2.970 -0.8 -0.3 0.5
H 1.941 2.967 -0.921 0.2 -0.3 -0.2
H 2.829 4.462 -1.115 0.1 0.0 0.4
H 1.381 4.279 -0.044 0.1 0.5 0.1
H 1.546 3.114 1.847 0.2 -0.2 0.2
H 3.466 3.046 3.781 -0.1 0.6 -0.3
H 4.156 1.815 2.794 -0.2 0.1 -0.8
H 2.526 1.656 3.420 0.0 -0.2 -0.1
C -3.872 2.440 6.039 0.3 -0.3 -0.4
C -2.715 1.773 6.767 -0.6 0.4 1.5
O -2.890 1.366 7.916 -0.2 0.0 -0.6
N -1.469 1.660 6.254 -0.1 -0.1 -1.1
C -0.962 1.995 4.917 0.3 -0.4 1.0
H -4.653 1.683 5.970 -0.1 0.1 -0.1
H -3.669 2.799 5.029 0.2 -0.1 0.0
H -4.276 3.273 6.614 0.2 -0.1 0.2
H -0.892 1.101 6.866 0.1 0.1 -0.1
H -1.366 1.406 4.094 -0.4 0.1 0.1
H 0.081 1.689 5.007 0.2 0.5 -0.5
H -1.044 3.064 4.725 0.1 -0.1 -0.1
C -1.925 -3.091 -2.094 -0.1 0.2 -0.5
C -3.011 -4.071 -1.654 2.3 1.8 2.1
O -3.001 -4.495 -0.486 -0.1 -0.2 -0.2
N -3.960 -4.376 -2.480 -1.7 -0.7 -1.7
C -4.087 -4.131 -3.910 -0.6 0.5 -0.3
H -2.250 -2.342 -2.816 -0.3 -0.3 -0.3
H -1.112 -3.653 -2.552 0.1 0.1 0.0
H -1.516 -2.472 -1.295 -0.1 -0.6 0.4
H -4.660 -4.983 -2.078 0.0 -0.1 0.0
H -5.001 -3.568 -4.097 -0.3 -0.3 0.0
H -4.131 -5.086 -4.434 0.2 0.1 -0.1
H -3.371 -3.437 -4.349 0.5 -0.5 0.4
C -6.599 -1.100 -2.974 -0.2 0.4 0.7
C -5.176 -0.679 -3.200 0.8 -0.6 -1.7
O -4.499 -1.129 -4.117 0.1 -0.7 -0.7
N -4.656 0.209 -2.385 0.0 1.4 2.1
C -3.247 0.631 -2.344 -0.4 -1.0 -0.2
H -7.016 -0.482 -2.179 -0.2 -0.1 0.1
H -6.602 -2.136 -2.633 -0.1 -0.1 -0.2
H -7.226 -0.980 -3.857 0.3 -0.1 -0.1
H -5.260 0.448 -1.612 0.3 0.6 0.1
H -2.982 1.189 -3.242 0.1 -0.2 0.0
H -2.652 -0.275 -2.228 0.3 0.2 -0.4
H -2.978 1.227 -1.472 -0.7 0.1 0.0
C 3.321 1.056 -3.791 0.6 -1.2 1.0
C 2.749 1.862 -4.900 -1.3 0.7 1.0
O 1.839 2.677 -4.686 0.7 -0.4 -0.1
N 3.284 1.682 -6.101 -0.3 0.6 -2.8
C 2.693 2.339 -7.318 0.1 -0.3 0.4
H 3.949 0.210 -4.071 0.3 0.2 -0.6
H 2.573 0.547 -3.184 -0.5 0.5 -0.1
H 3.923 1.660 -3.111 -0.1 0.3 -0.1
H 3.804 0.844 -6.323 0.1 0.2 0.5
H 2.455 1.573 -8.056 -0.2 -0.1 0.2
H 3.338 3.046 -7.839 0.5 -0.1 0.5
H 1.796 2.903 -7.062 0.0 -0.4 0.3
C 0.647 6.630 -3.087 0.9 0.7 0.2
C -0.156 5.551 -2.436 -0.9 0.0 0.4
O -0.983 5.815 -1.588 -0.9 0.7 0.8
N -0.043 4.296 -2.876 0.9 -1.3 -0.7
C -0.973 3.198 -2.627 0.8 -0.4 0.4
H 1.704 6.395 -3.204 -0.1 -0.4 -0.5
H 0.674 7.531 -2.474 -0.4 -0.2 0.2
H 0.176 6.919 -4.026 0.2 -0.2 -0.2
H 0.807 4.022 -3.348 -0.1 0.0 -0.4
H -0.434 2.251 -2.629 0.4 0.1 -0.4
H -1.724 3.114 -3.413 -0.3 0.3 0.3
H -1.372 3.166 -1.613 -0.4 0.7 -0.1
```
Positions in Å, forces in eV/Å.

Results of the Löwdin charge analysis, in e, for atoms 1 through 5: -0.08, -0.25, -0.18, -0.23, -0.09